(1)
A cluster of 8 separate species, C19H58ClO29P6 in total. Source: OMol25; level of theory: the ωB97M-V functional and the def2-TZVPD basis.

Atoms and positions in Å:
Cl (-22.059, 4.207, 6.197)
O (-23.482, 4.287, 6.196)
O (-21.541, 4.193, 4.857)
O (-21.527, 5.354, 6.907)
O (-21.663, 2.978, 6.860)
C (-18.029, -1.901, 3.484)
O (-17.100, -0.869, 3.161)
P (-16.808, 0.328, 4.216)
O (-15.965, 1.412, 3.679)
O (-18.248, 0.809, 4.740)
C (-19.045, 1.664, 3.926)
O (-16.272, -0.456, 5.513)
C (-14.853, -0.660, 5.620)
H (-18.697, -2.036, 2.635)
H (-18.579, -1.710, 4.404)
H (-17.443, -2.810, 3.633)
H (-18.522, 1.868, 2.988)
H (-19.259, 2.618, 4.405)
H (-20.009, 1.230, 3.658)
H (-14.530, 0.107, 6.327)
H (-14.347, -0.528, 4.666)
H (-14.622, -1.614, 6.089)
C (-16.610, 9.026, 1.763)
O (-16.492, 7.860, 2.574)
P (-17.690, 6.807, 2.620)
O (-18.138, 6.279, 1.313)
O (-17.090, 5.718, 3.614)
C (-16.060, 4.876, 3.142)
O (-18.775, 7.609, 3.473)
C (-19.825, 6.897, 4.102)
H (-17.191, 8.833, 0.859)
H (-15.664, 9.469, 1.457)
H (-17.151, 9.800, 2.311)
H (-15.232, 4.862, 3.854)
H (-15.629, 5.218, 2.199)
H (-16.334, 3.828, 3.020)
H (-19.661, 6.934, 5.182)
H (-19.893, 5.845, 3.828)
H (-20.810, 7.356, 4.010)
C (-26.558, 2.092, 6.523)
O (-27.171, 1.087, 5.717)
P (-26.458, 0.716, 4.337)
O (-26.548, 1.721, 3.254)
O (-24.991, 0.271, 4.749)
C (-23.825, 0.957, 4.323)
O (-27.209, -0.680, 4.001)
C (-26.562, -1.715, 3.261)
H (-27.167, 3.000, 6.525)
H (-25.557, 2.427, 6.245)
H (-26.554, 1.737, 7.553)
H (-23.983, 1.833, 3.696)
H (-23.133, 0.299, 3.792)
H (-23.338, 1.265, 5.251)
H (-25.544, -1.458, 2.972)
H (-27.164, -1.910, 2.373)
H (-26.549, -2.655, 3.811)
C (-22.669, 5.160, 1.819)
O (-22.535, 5.576, 0.463)
P (-22.742, 4.482, -0.703)
O (-24.117, 4.017, -0.929)
O (-22.054, 5.223, -1.935)
C (-22.490, 6.539, -2.268)
O (-21.686, 3.325, -0.298)
C (-20.341, 3.668, -0.034)
H (-23.422, 5.699, 2.392)
H (-21.711, 5.387, 2.295)
H (-22.776, 4.085, 1.959)
H (-23.385, 6.926, -1.784)
H (-22.627, 6.593, -3.349)
H (-21.666, 7.219, -2.047)
H (-20.202, 4.741, 0.124)
H (-19.665, 3.386, -0.841)
H (-19.999, 3.207, 0.894)
C (-25.004, 8.326, 1.226)
O (-25.598, 9.146, 2.197)
P (-24.881, 9.509, 3.568)
O (-25.772, 10.119, 4.558)
O (-23.574, 10.384, 3.202)
C (-23.789, 11.731, 2.762)
O (-24.203, 8.114, 4.032)
C (-23.743, 7.935, 5.362)
H (-23.985, 8.031, 1.492)
H (-24.906, 8.793, 0.243)
H (-25.603, 7.419, 1.131)
H (-23.598, 11.790, 1.690)
H (-23.055, 12.353, 3.272)
H (-24.802, 12.061, 2.990)
H (-22.652, 7.894, 5.366)
H (-24.095, 6.960, 5.696)
H (-23.976, 8.684, 6.120)
C (-21.008, -0.526, 7.340)
O (-21.977, -1.555, 7.093)
P (-21.571, -3.028, 6.640)
O (-22.729, -3.930, 6.510)
O (-20.413, -3.449, 7.681)
C (-20.706, -3.688, 9.058)
O (-20.681, -2.827, 5.333)
C (-21.318, -2.335, 4.162)
H (-19.967, -0.835, 7.221)
H (-21.101, -0.182, 8.369)
H (-21.208, 0.271, 6.628)
H (-20.078, -4.529, 9.348)
H (-21.753, -3.950, 9.201)
H (-20.423, -2.831, 9.668)
H (-21.224, -2.990, 3.297)
H (-20.893, -1.377, 3.855)
H (-22.382, -2.129, 4.293)
C (-26.124, 5.221, 4.171)
O (-27.165, 4.343, 3.890)
H (-25.956, 5.390, 5.243)
H (-25.192, 4.774, 3.803)
H (-26.195, 6.221, 3.739)
H (-26.848, 3.428, 3.930)

Computed properties:
Strongest force on any atom: 0.042 Eh/bohr
E_tot: -5449.382513 a.u.
Net charge: -1
Energy relative to the best compared isomer or geometry (same formula, charge and spin): 0.0 kJ/mol
Gap between HOMO and LUMO: 9.19 eV

(2)
A cluster of 2 separate species, C21H19ClF3Si in total. Source: OMol25; level of theory: the ωB97M-V functional and the def2-TZVPD basis.

Atoms and positions in Å:
F (-2.107, 0.531, 2.675)
C (-1.137, 1.360, 2.158)
C (-1.317, 2.732, 2.295)
C (-0.285, 3.531, 1.814)
F (-0.392, 4.900, 1.940)
C (0.893, 3.009, 1.290)
C (1.073, 1.616, 1.230)
C (2.493, 1.130, 1.000)
C (2.785, -0.119, 0.187)
C (3.825, -0.044, -0.746)
C (4.279, -1.183, -1.412)
C (3.702, -2.432, -1.166)
C (2.654, -2.488, -0.264)
F (2.092, -3.713, 0.022)
C (2.205, -1.373, 0.450)
C (0.003, 0.779, 1.599)
H (-2.199, 3.155, 2.758)
H (1.704, 3.665, 0.963)
H (3.088, 1.956, 0.590)
H (4.283, 0.937, -0.942)
H (5.108, -1.092, -2.110)
H (4.070, -3.345, -1.636)
H (1.455, -1.526, 1.229)
H (0.040, -0.306, 1.510)
H (2.922, 0.969, 1.988)
Si (3.971, 0.405, 4.144)
C (3.776, -1.431, 4.026)
C (5.643, 1.186, 4.015)
C (2.834, 1.226, 5.346)
C (3.127, 0.977, 6.703)
C (2.337, 1.536, 7.714)
C (1.239, 2.344, 7.365)
Cl (0.258, 3.019, 8.591)
C (0.935, 2.604, 6.015)
C (1.736, 2.054, 5.012)
H (2.722, -1.728, 3.881)
H (4.383, -1.829, 3.196)
H (4.147, -1.817, 4.987)
H (5.568, 2.279, 3.870)
H (6.141, 0.964, 4.969)
H (6.207, 0.737, 3.179)
H (3.981, 0.343, 6.960)
H (2.566, 1.350, 8.759)
H (0.082, 3.231, 5.759)
H (1.514, 2.272, 3.964)

Computed properties:
Strongest force on any atom: 0.030 Eh/bohr
E_tot: -1860.639241 a.u.
Net charge: +1
Energy relative to the best compared isomer or geometry (same formula, charge and spin): 0.0 kJ/mol
Gap between HOMO and LUMO: 6.79 eV

(3)
An isolated molecule of C7H14OSSi. Source: OMol25; level of theory: the ωB97M-V functional and the def2-TZVPD basis.

Atoms and positions in Å:
C (-1.227, 0.726, -0.220)
C (-0.455, -0.234, 0.250)
C (-2.752, 0.514, -0.007)
C (-3.088, -0.902, 0.368)
C (-0.786, 1.940, -0.969)
C (2.130, -1.827, -1.021)
C (2.478, -0.399, 1.977)
O (2.412, 1.084, -0.733)
Si (1.833, -0.284, 0.157)
S (-1.405, -1.645, 0.831)
H (-3.108, 1.302, 0.709)
H (-3.319, 0.787, -0.957)
H (-3.761, -1.117, 1.197)
H (-3.526, -1.522, -0.426)
H (-0.491, 2.905, -0.316)
H (-1.637, 2.370, -1.626)
H (-0.089, 1.826, -1.747)
H (2.995, -2.326, -0.526)
H (1.244, -2.353, -1.218)
H (2.549, -1.585, -1.993)
H (3.295, -1.099, 1.984)
H (2.959, 0.578, 2.191)
H (1.822, -0.597, 2.774)
H (1.928, 1.856, -0.679)

Computed properties:
Strongest force on any atom: 0.085 Eh/bohr
SMILES: CC1=C([Si](C)(C)O)SCC1
E_tot: -1038.024400 a.u.
Energy relative to the best compared isomer or geometry (same formula, charge and spin): 97.7 kJ/mol
Gap between HOMO and LUMO: 8.26 eV